# 1
A 2-piece molecular cluster, C4H8O overall. Source: the Open Molecules 2025 dataset; level of theory: ωB97M-V/def2-TZVPD.

The geometry in XYZ format:
```
13
Properties=species:S:1:pos:R:3:nbo_charge:R:1
C 0.55 0.82 1.57 -0.36
C 0.53 -0.30 0.86 -0.25
C -0.66 -0.75 0.09 -0.23
C -1.77 -0.07 -0.14 -0.37
H -0.16 1.64 1.48 0.19
H 1.37 1.14 2.22 0.20
H 1.37 -0.97 0.88 0.22
H -0.52 -1.72 -0.36 0.20
H -2.50 -0.53 -0.79 0.20
H -2.04 0.86 0.35 0.20
H 0.84 -0.44 -2.55 0.47
H 1.33 0.43 -1.44 0.47
O 1.67 -0.09 -2.18 -0.93
```

Its SMILES is C=CC=C.O. The value obtained for the HOMO energy is -9.278 eV. The lowest unoccupied orbital energy is 0.55 eV. Its spin multiplicity is 1. Its charge is 0. The value obtained for the HOMO-LUMO gap is 9.8 eV. The energy above the lowest of the compared OMol25 structures with the same formula, charge and spin comes out at 35.4 kcal per mole.

# 2
C4H8O in the gas phase. Source: the Open Molecules 2025 dataset; level of theory: ωB97M-V/def2-TZVPD.

The geometry in XYZ format:
```
13
Properties=species:S:1:pos:R:3:nbo_charge:R:1
C -1.52 -0.04 0.01 -0.62
C -0.15 0.61 -0.19 -0.26
C 0.85 0.39 0.92 -0.44
C 1.15 -0.11 -0.45 0.08
O 1.18 -1.49 -0.70 -0.70
H -2.08 0.59 0.71 0.22
H -1.45 -1.03 0.48 0.21
H -2.13 -0.13 -0.89 0.21
H 0.44 -1.66 -1.29 0.47
H -0.22 1.60 -0.62 0.21
H 1.41 1.23 1.31 0.21
H 0.57 -0.38 1.64 0.22
H 1.96 0.42 -0.96 0.18
```

Its SMILES is C[C@H]1C[C@H]1O. The value obtained for the HOMO energy is -9.829 eV. The lowest unoccupied orbital energy is 1.00 eV. Its spin multiplicity is 1. Its charge is 0. The value obtained for the HOMO-LUMO gap is 10.8 eV. The energy above the lowest of the compared OMol25 structures with the same formula, charge and spin comes out at 26.9 kcal per mole.

# 3
A 2-piece molecular cluster, C4H8O overall. Source: the Open Molecules 2025 dataset; level of theory: ωB97M-V/def2-TZVPD.

The geometry in XYZ format:
```
13
Properties=species:S:1:pos:R:3:nbo_charge:R:1
O -1.88 1.12 -0.60 -0.51
C -1.25 0.12 -0.88 0.45
C -0.50 -0.72 0.10 -0.36
C 0.98 -1.01 0.01 -0.41
C 0.43 -0.22 1.17 -0.40
H -0.02 2.45 -0.51 0.02
H -1.26 -0.26 -1.92 0.11
H -1.11 -1.59 0.37 0.24
H 0.72 2.48 -0.57 -0.03
H 1.29 -2.04 0.18 0.22
H 1.58 -0.47 -0.71 0.22
H 0.36 -0.69 2.14 0.22
H 0.66 0.84 1.20 0.23
```

Its SMILES is O=CC1CC1.[H][H]. The value obtained for the HOMO energy is -9.947 eV. The lowest unoccupied orbital energy is 0.90 eV. Its spin multiplicity is 1. Its charge is 0. The value obtained for the HOMO-LUMO gap is 10.8 eV. The energy above the lowest of the compared OMol25 structures with the same formula, charge and spin comes out at 52.4 kcal per mole.

# 4
C4H8O in the gas phase. Source: the Open Molecules 2025 dataset; level of theory: ωB97M-V/def2-TZVPD.

The geometry in XYZ format:
```
13
Properties=species:S:1:pos:R:3:nbo_charge:R:1
C 1.16 0.27 -1.59 -0.65
C -0.05 0.17 -0.70 -0.32
C -0.14 -0.06 0.61 0.33
O 0.84 -0.75 1.33 -0.70
C -1.39 0.07 1.43 -0.66
H 1.45 -0.72 -1.94 0.21
H 0.85 0.87 -2.45 0.22
H 1.98 0.81 -1.13 0.22
H -1.03 0.18 -1.17 0.20
H 1.34 -1.25 0.68 0.48
H -1.76 -0.93 1.65 0.22
H -1.15 0.59 2.36 0.23
H -2.10 0.74 0.95 0.22
```

Its SMILES is C/C=C(/C)O. The value obtained for the HOMO energy is -8.430 eV. The lowest unoccupied orbital energy is 0.88 eV. Its spin multiplicity is 1. Its charge is 0. The value obtained for the HOMO-LUMO gap is 9.3 eV. The energy above the lowest of the compared OMol25 structures with the same formula, charge and spin comes out at 21.4 kcal per mole.

# 5
C4H8O in the gas phase. Source: the Open Molecules 2025 dataset; level of theory: ωB97M-V/def2-TZVPD.

The geometry in XYZ format:
```
13
Properties=species:S:1:pos:R:3:nbo_charge:R:1
C -0.83 0.91 0.20 -0.45
C 0.63 1.02 -0.27 -0.43
C 1.19 -0.31 0.23 -0.06
C -1.10 -0.55 -0.11 -0.08
H -1.60 1.58 -0.27 0.22
H -0.89 1.24 1.22 0.21
H 1.27 1.86 0.05 0.22
H 0.74 0.95 -1.40 0.20
H 2.10 -0.52 -0.29 0.20
H 1.22 -0.26 1.39 0.15
H -1.68 -0.91 0.81 0.17
H -1.74 -0.78 -0.99 0.19
O 0.16 -1.20 -0.10 -0.54
```

Its SMILES is C1CCOC1. The value obtained for the HOMO energy is -9.502 eV. The lowest unoccupied orbital energy is 1.13 eV. Its spin multiplicity is 1. Its charge is 0. The value obtained for the HOMO-LUMO gap is 10.6 eV. The energy above the lowest of the compared OMol25 structures with the same formula, charge and spin comes out at 22.9 kcal per mole.

# 6
C4H8O in the gas phase. Source: the Open Molecules 2025 dataset; level of theory: ωB97M-V/def2-TZVPD.

The geometry in XYZ format:
```
13
Properties=species:S:1:pos:R:3:nbo_charge:R:1
O 0.13 0.83 1.69 -0.71
C -0.90 0.79 0.72 -0.05
C -0.52 0.00 -0.53 -0.26
C 0.21 -1.30 -0.33 -0.42
C 0.95 -0.09 -0.84 -0.42
H 0.97 0.93 1.22 0.46
H -1.22 1.81 0.43 0.16
H -1.76 0.29 1.20 0.18
H -1.24 0.10 -1.34 0.22
H 0.39 -1.55 0.72 0.22
H 0.03 -2.15 -0.98 0.22
H 1.63 0.38 -0.12 0.18
H 1.34 -0.03 -1.85 0.22
```

Its SMILES is OCC1CC1. The value obtained for the HOMO energy is -10.060 eV. The lowest unoccupied orbital energy is 1.10 eV. Its spin multiplicity is 1. Its charge is 0. The value obtained for the HOMO-LUMO gap is 11.2 eV. The energy above the lowest of the compared OMol25 structures with the same formula, charge and spin comes out at 29.0 kcal per mole.

# 7
C4H8O in the gas phase. Source: the Open Molecules 2025 dataset; level of theory: ωB97M-V/def2-TZVPD.

The geometry in XYZ format:
```
13
Properties=species:S:1:pos:R:3:nbo_charge:R:1
C -1.63 0.39 0.14 -0.64
C -0.64 -0.71 0.43 0.06
O -0.08 -1.37 -0.71 -0.50
C 0.80 -0.65 0.14 0.06
C 1.53 0.54 -0.44 -0.64
H -1.71 1.08 0.99 0.22
H -2.62 -0.05 -0.02 0.22
H -1.36 0.95 -0.75 0.22
H -0.93 -1.39 1.23 0.17
H 1.44 -1.31 0.74 0.17
H 0.85 1.31 -0.80 0.21
H 2.18 0.98 0.33 0.22
H 2.17 0.22 -1.27 0.22
```

Its SMILES is C[C@@H]1O[C@@H]1C. The value obtained for the HOMO energy is -10.051 eV. The lowest unoccupied orbital energy is 1.17 eV. Its spin multiplicity is 1. Its charge is 0. The value obtained for the HOMO-LUMO gap is 11.2 eV. The energy above the lowest of the compared OMol25 structures with the same formula, charge and spin comes out at 23.9 kcal per mole.

# 8
An isolated ion of composition C4H8O2 and charge -1. Source: the Open Molecules 2025 dataset; level of theory: ωB97M-V/def2-TZVPD.

The geometry in XYZ format:
```
14
Properties=species:S:1:pos:R:3:nbo_charge:R:1
C -1.28 1.49 0.20 0.03
O -2.57 1.65 0.45 -0.90
C -0.77 0.05 0.48 -0.41
C 0.69 0.03 -0.20 -0.31
C 1.25 -1.56 -0.39 -0.08
O 2.58 -1.38 -0.53 -0.45
H -1.00 1.71 -0.92 0.06
H -0.54 2.14 0.94 0.02
H -1.38 -0.66 -0.06 0.18
H -0.66 -0.34 1.44 0.18
H 0.76 0.43 -1.11 0.19
H 1.27 0.55 0.51 0.20
H 0.83 -2.02 -1.36 0.15
H 0.84 -2.09 0.56 0.15
```

The value obtained for the HOMO energy (alpha / beta) is -2.788 / -2.528 eV. The lowest unoccupied orbital energy (alpha / beta) is 3.92 / 2.04 eV. Its spin multiplicity is 2. Its charge is -1. The value obtained for the HOMO-LUMO gap (alpha / beta) is 6.7 / 4.6 eV. The expectation value of S² is 0.76. The energy above the lowest of the compared OMol25 structures with the same formula, charge and spin comes out at 45.5 kcal per mole.

# 9
C4H8O2 in the gas phase. Source: the Open Molecules 2025 dataset; level of theory: ωB97M-V/def2-TZVPD.

The geometry in XYZ format:
```
14
Properties=species:S:1:pos:R:3:nbo_charge:R:1
C 1.18 -1.12 -1.38 -0.25
C 0.69 0.46 0.91 0.00
O 0.50 1.33 1.97 -0.70
C -0.30 0.02 0.12 0.24
O -0.13 -0.78 -0.98 -0.50
C -1.75 0.34 0.30 -0.66
H 1.53 -2.02 -0.85 0.18
H 1.89 -0.30 -1.20 0.18
H 1.14 -1.32 -2.45 0.19
H 1.72 0.14 0.83 0.18
H -0.11 2.03 1.69 0.47
H -2.32 -0.59 0.38 0.23
H -2.14 0.89 -0.56 0.22
H -1.92 0.92 1.21 0.21
```

Its SMILES is CO/C(C)=C/O. The value obtained for the HOMO energy is -8.187 eV. The lowest unoccupied orbital energy is 0.87 eV. Its spin multiplicity is 1. Its charge is 0. The value obtained for the HOMO-LUMO gap is 9.1 eV. The energy above the lowest of the compared OMol25 structures with the same formula, charge and spin comes out at 44.8 kcal per mole.